[1]
{"formula": "C34H48As2N6STi", "method": "ωB97M-V with the def2-TZVPD basis set", "orbital_gap_ev": [6.88, 7.53], "lumo_energy_ev": [-4.84, -4.88], "e_homo_ev": [-11.7, -12.4], "total_energy_ha": -7371.7319, "total_charge": 2, "spin_multiplicity": 3, "species": ["Ti", "C", "C", "C", "C", "C", "C", "C", "N", "N", "C", "C", "C", "C", "C", "C", "N", "C", "C", "C", "C", "C", "C", "N", "H", "H", "H", "H", "H", "H", "H", "H", "H", "H", "H", "H", "H", "H", "H", "H", "H", "H", "H", "H", "C", "As", "C", "C", "C", "C", "C", "C", "C", "As", "C", "C", "H", "H", "H", "H", "H", "H", "H", "H", "H", "H", "H", "H", "H", "H", "H", "H", "C", "N", "C", "C", "S", "N", "C", "C", "H", "H", "H", "H", "H", "H", "H", "H", "H", "H", "H", "H"], "coordinates": [[0.327, -0.241, 0.421], [-2.151, 1.209, 1.220], [-1.420, 1.586, 2.518], [0.007, 2.083, 2.323], [0.546, 3.037, 3.178], [1.741, 3.645, 2.845], [2.340, 3.357, 1.627], [1.776, 2.372, 0.851], [0.679, 1.688, 1.233], [-1.819, -0.143, 0.648], [-2.446, -0.269, -0.703], [-1.524, 0.121, -1.856], [-2.056, 0.314, -3.120], [-1.202, 0.514, -4.187], [0.166, 0.522, -3.967], [0.618, 0.350, -2.681], [-0.199, 0.153, -1.632], [-2.193, -1.262, 1.568], [-1.141, -1.478, 2.648], [-1.451, -2.093, 3.850], [-0.465, -2.236, 4.807], [0.802, -1.737, 4.553], [1.039, -1.160, 3.322], [0.099, -1.053, 2.370], [-1.888, 1.952, 0.465], [-3.231, 1.258, 1.386], [-1.465, 0.797, 3.267], [-1.976, 2.421, 2.947], [0.006, 3.315, 4.075], [2.178, 4.381, 3.509], [3.214, 3.890, 1.279], [2.153, 2.147, -0.134], [-3.361, 0.324, -0.765], [-2.723, -1.309, -0.867], [-3.130, 0.304, -3.260], [-1.599, 0.660, -5.184], [0.873, 0.658, -4.774], [1.676, 0.367, -2.464], [-2.255, -2.179, 0.985], [-3.173, -1.092, 2.021], [-2.461, -2.440, 4.032], [-0.686, -2.719, 5.751], [1.597, -1.803, 5.284], [2.017, -0.770, 3.071], [4.206, -1.364, 1.337], [2.970, -0.765, -0.035], [4.147, 0.509, -0.903], [3.054, -2.278, -1.275], [4.236, -2.552, -1.957], [4.295, -3.569, -2.901], [3.165, -4.323, -3.174], [1.991, -4.086, -2.471], [1.933, -3.079, -1.514], [0.366, -2.879, -0.393], [-0.860, -4.195, -1.058], [1.050, -3.923, 1.107], [5.136, -1.664, 0.860], [3.796, -2.209, 1.884], [4.408, -0.547, 2.029], [5.055, 0.016, -1.236], [4.416, 1.267, -0.169], [3.669, 0.992, -1.752], [5.133, -1.979, -1.762], [5.223, -3.766, -3.423], [3.197, -5.106, -3.921], [1.127, -4.703, -2.677], [-1.698, -4.253, -0.365], [-0.367, -5.163, -1.091], [-1.231, -3.932, -2.046], [1.415, -4.879, 0.738], [0.260, -4.091, 1.840], [1.866, -3.387, 1.585], [-1.347, 7.290, -1.178], [-0.895, 5.995, -0.648], [-1.715, 5.483, 0.440], [-0.121, 5.167, -1.390], [-0.330, 3.474, -1.367], [0.823, 5.769, -2.139], [1.452, 7.034, -1.745], [1.526, 5.062, -3.202], [-2.437, 7.306, -1.160], [-1.030, 7.405, -2.209], [-0.982, 8.131, -0.590], [-1.943, 6.315, 1.105], [-1.172, 4.719, 0.994], [-2.650, 5.052, 0.073], [1.181, 7.284, -0.723], [1.182, 7.858, -2.406], [2.535, 6.906, -1.792], [0.902, 4.269, -3.602], [2.459, 4.627, -2.836], [1.760, 5.775, -3.991]]}

***

[2]
{"formula": "C34H48BrF4N2O3PbSSi", "method": "ωB97M-V with the def2-TZVPD basis set", "orbital_gap_ev": 6.49, "lumo_energy_ev": -4.35, "e_homo_ev": -10.8, "total_energy_ha": -5513.5365, "total_charge": 1, "species": ["Pb", "C", "C", "N", "C", "C", "C", "C", "N", "C", "C", "F", "C", "F", "C", "C", "F", "C", "F", "H", "H", "H", "H", "H", "H", "H", "H", "H", "H", "H", "H", "H", "H", "H", "Br", "C", "C", "C", "C", "C", "C", "C", "C", "C", "C", "H", "H", "H", "H", "H", "H", "C", "C", "C", "C", "O", "Si", "S", "O", "C", "C", "C", "C", "O", "C", "C", "C", "C", "H", "H", "H", "H", "H", "H", "H", "H", "H", "H", "H", "H", "H", "H", "H", "H", "H", "H", "H", "H", "H", "H", "H", "H", "H", "H", "H"], "coordinates": [[-0.826, 1.478, -0.235], [1.180, 4.477, -0.991], [2.006, 3.438, -0.267], [1.505, 2.024, -0.267], [2.166, 1.192, -1.303], [1.869, 1.621, -2.723], [1.785, 1.440, 1.068], [0.907, 2.022, 2.181], [-0.429, 2.318, 1.680], [-1.222, 3.215, 2.373], [-1.980, 4.179, 1.709], [-1.848, 4.288, 0.365], [-2.812, 5.060, 2.366], [-3.500, 5.946, 1.640], [-2.915, 5.052, 3.742], [-2.155, 4.122, 4.424], [-2.223, 4.057, 5.754], [-1.338, 3.220, 3.766], [-0.688, 2.298, 4.491], [1.707, 5.430, -0.949], [1.040, 4.228, -2.039], [0.204, 4.615, -0.525], [3.013, 3.405, -0.692], [2.116, 3.731, 0.775], [3.244, 1.219, -1.109], [1.842, 0.163, -1.149], [2.235, 2.623, -2.946], [2.356, 0.929, -3.408], [0.797, 1.588, -2.936], [1.643, 0.365, 0.996], [2.837, 1.604, 1.317], [0.910, 1.278, 2.980], [1.354, 2.931, 2.597], [-3.558, 5.744, 4.265], [-1.481, 3.231, -2.827], [-3.265, 3.419, -2.204], [-4.029, 4.368, -2.811], [-5.381, 4.519, -2.440], [-5.922, 3.689, -1.506], [-5.136, 2.700, -0.865], [-5.729, 1.827, 0.081], [-4.998, 0.874, 0.717], [-3.608, 0.779, 0.476], [-3.024, 1.616, -0.429], [-3.753, 2.573, -1.175], [-3.606, 4.990, -3.587], [-5.979, 5.282, -2.918], [-6.967, 3.769, -1.238], [-6.787, 1.934, 0.284], [-5.458, 0.199, 1.426], [-3.029, 0.058, 1.036], [0.298, -3.380, 2.751], [-0.085, -4.262, 1.570], [0.504, -5.656, 1.722], [-1.595, -4.328, 1.398], [0.454, -3.727, 0.337], [1.030, -2.328, -0.210], [-0.629, -0.978, 0.108], [2.319, -1.714, 0.567], [3.703, -2.160, 0.585], [4.352, -1.404, 1.733], [4.369, -1.805, -0.737], [3.768, -3.661, 0.831], [1.345, -2.429, -1.788], [0.987, -3.365, -2.834], [1.635, -4.711, -2.547], [1.539, -2.763, -4.116], [-0.530, -3.482, -2.896], [-0.023, -3.851, 3.680], [-0.176, -2.399, 2.681], [1.379, -3.241, 2.793], [0.093, -6.142, 2.607], [1.588, -5.608, 1.827], [0.265, -6.264, 0.849], [-2.058, -4.773, 2.280], [-1.849, -4.936, 0.529], [-2.005, -3.327, 1.255], [4.358, -0.331, 1.534], [5.385, -1.730, 1.863], [3.811, -1.588, 2.662], [4.317, -0.729, -0.917], [3.885, -2.314, -1.570], [5.419, -2.096, -0.710], [3.398, -3.906, 1.828], [4.800, -4.004, 0.755], [3.176, -4.210, 0.097], [2.721, -4.609, -2.492], [1.400, -5.415, -3.345], [1.269, -5.122, -1.606], [2.612, -2.594, -4.022], [1.052, -1.810, -4.329], [1.367, -3.436, -4.956], [-0.922, -3.883, -1.960], [-0.822, -4.151, -3.706], [-0.979, -2.504, -3.073]]}

***

Energy above the lowest of the compared OMol25 structures with the same formula, charge and spin for the records above, in order: 42.1 57.3 kJ/mol